Molecular formula: C31H36N5O9S
Method: DFT, ωB97M-V with the def2-TZVPD basis set

Geometry as XYZ:
```
82
Properties=species:S:1:pos:R:3:mulliken_charge:R:1
C 6.134 -1.081 2.483 -1.34
C 4.896 -1.225 1.639 0.80
O 4.977 -1.571 0.474 -0.62
N 3.615 -0.924 2.177 0.13
C 3.652 -0.510 3.585 -1.14
C 2.984 0.093 1.292 -1.33
C 1.696 0.673 1.830 -0.72
C 0.576 -0.374 1.924 -0.77
C -0.428 0.085 2.997 -0.52
S -1.575 -1.254 3.469 0.00
H 6.984 -1.279 1.844 0.36
H 6.210 -0.075 2.894 0.35
H 6.147 -1.762 3.331 0.38
H 4.183 -1.241 4.184 0.41
H 4.099 0.480 3.711 0.41
H 2.647 -0.459 3.995 0.21
H 3.694 0.890 1.051 0.48
H 2.765 -0.408 0.350 0.38
H 1.809 1.172 2.785 0.47
H 1.372 1.445 1.136 0.50
H 0.955 -1.367 2.154 0.63
H 0.031 -0.374 0.983 0.41
H 0.057 0.445 3.898 0.48
H -1.060 0.873 2.595 0.42
H -2.584 -1.086 2.598 0.29
H -0.983 -2.323 2.908 0.32
C -7.970 -3.151 2.116 -0.40
C -7.469 -4.384 2.512 -0.48
C -6.110 -4.638 2.444 -0.45
C -5.273 -3.639 1.979 0.23
C -5.755 -2.405 1.570 -0.17
C -7.115 -2.164 1.641 -0.53
N -3.835 -3.902 1.928 1.10
O -3.434 -4.990 2.249 -0.58
O -3.087 -2.991 1.566 -0.77
H -9.032 -2.959 2.167 0.40
H -8.139 -5.151 2.874 0.40
H -5.714 -5.595 2.748 0.47
H -5.086 -1.646 1.193 0.43
H -7.510 -1.213 1.322 0.36
C 6.717 -0.966 -2.834 -0.65
C 7.524 -0.642 -3.916 -0.35
C 7.588 0.666 -4.370 -0.51
C 6.837 1.630 -3.724 0.08
C 6.024 1.325 -2.648 -0.67
C 5.965 0.015 -2.202 0.02
N 6.913 3.023 -4.189 1.02
O 7.614 3.264 -5.145 -0.60
O 6.265 3.853 -3.580 -0.61
H 6.672 -1.987 -2.478 0.43
H 8.108 -1.408 -4.408 0.38
H 8.212 0.928 -5.210 0.45
H 5.444 2.096 -2.165 0.57
H 5.339 -0.247 -1.363 0.45
C -6.430 -2.165 -5.288 -0.43
C -6.517 -1.143 -4.351 -0.46
C -7.206 -1.343 -3.167 -0.30
C -7.797 -2.572 -2.941 0.13
C -7.727 -3.601 -3.862 -0.38
C -7.037 -3.390 -5.044 -0.44
N -8.520 -2.797 -1.682 1.05
O -8.582 -1.877 -0.888 -0.61
O -9.008 -3.889 -1.496 -0.61
H -5.890 -2.006 -6.211 0.38
H -6.049 -0.188 -4.545 0.38
H -7.284 -0.553 -2.436 0.45
H -8.202 -4.550 -3.664 0.45
H -6.972 -4.183 -5.776 0.38
C 3.342 6.852 -0.528 -0.52
C 2.270 7.505 0.064 -0.45
C 1.423 6.819 0.919 -0.42
C 1.671 5.481 1.165 0.00
C 2.733 4.812 0.583 -0.11
C 3.572 5.507 -0.270 -0.55
N 0.785 4.755 2.080 1.00
O -0.145 5.351 2.570 -0.60
O 1.029 3.577 2.300 -0.64
H 4.003 7.390 -1.194 0.41
H 2.093 8.552 -0.138 0.39
H 0.587 7.320 1.383 0.46
H 2.906 3.767 0.791 0.57
H 4.407 5.004 -0.737 0.44
```

Energy, hartree: -2551.3670
HOMO level, eV: -11.40
Frontier orbital gap, eV: 8.1
LUMO, eV: -3.303
Charge: +1
ΔE to the lowest compared entry with this formula, charge and spin, kcal per mole: 0.0